No. 1
55
Properties=species:S:1:pos:R:3 method="wB97M-V/def2-TZVPD" homo_lumo_gap_ev=6.5398 energy_ha=-2256.79481 fmax_ev_per_a=2.5 total_charge=-1 e_homo_ev=-4.000 de_lowest_ev=0.0000 multiplicity=1
Cl -2.768 -3.181 0.927
S 0.347 -1.465 0.750
P -2.076 -1.556 2.197
O 0.614 1.809 -0.129
O -1.700 -6.410 -1.270
O 0.098 -4.582 0.719
O 2.337 5.824 -1.327
O -0.556 5.231 -5.162
O 0.263 3.166 2.618
O 2.359 -6.942 3.762
O -2.756 5.028 -1.335
O -1.099 -2.479 3.250
N -1.056 -0.605 1.269
C 2.971 -5.773 4.302
C 1.193 -5.440 1.004
C -1.321 4.407 -4.275
C 1.837 5.623 -2.647
C -2.215 6.208 -0.755
C -0.576 2.357 3.437
C 1.989 2.121 -0.319
C -2.212 -6.621 -2.580
H 2.048 3.056 -0.874
H 1.633 -5.821 0.076
H -1.522 4.965 -3.367
H -0.559 -5.095 0.243
H 2.520 -7.660 4.375
H -2.615 6.362 0.250
H 2.481 1.328 -0.890
H -2.374 -5.936 -0.772
H 4.050 -5.920 4.411
H -1.460 -7.156 -3.155
H 1.627 6.201 -0.806
H 0.870 -6.277 1.628
H -0.893 -3.287 2.771
H 2.535 -5.525 5.274
H 2.493 2.246 0.645
H -2.270 4.128 -4.740
H 0.446 2.659 1.818
H -3.127 -7.220 -2.543
H -2.495 7.052 -1.382
H -1.123 6.147 -0.707
H -2.500 4.289 -0.775
H 0.571 0.976 0.368
H -1.512 2.128 2.921
H 2.630 5.193 -3.254
H 0.987 4.937 -2.630
H 2.792 -4.950 3.617
H -0.758 3.505 -4.019
H 1.529 6.577 -3.083
H 0.060 -2.144 -0.405
H 1.942 -4.864 1.543
H -2.421 -5.665 -3.068
H -0.797 2.912 4.348
H -0.387 4.716 -5.952
H -0.074 1.423 3.700

No. 2
10
Properties=species:S:1:pos:R:3 method="wB97M-V/def2-TZVPD" homo_lumo_gap_ev=7.1419 smiles="Oc1coc(=S)nn1" energy_ha=-773.56285 fmax_ev_per_a=4.9 total_charge=0 e_homo_ev=-8.831 de_lowest_ev=5.0163 multiplicity=1
S -0.384 3.270 -0.311
O -0.651 0.796 -0.954
O 0.705 -2.133 0.329
N 0.841 -0.027 0.954
N 0.490 1.205 1.008
C -0.276 1.704 -0.008
C -0.611 -0.536 -0.966
C 0.282 -0.894 0.029
H -1.228 -1.305 -1.484
H 0.831 -2.079 1.403

No. 3
20
Properties=species:S:1:pos:R:3 method="wB97M-V/def2-TZVPD" homo_lumo_gap_ev=6.2105 smiles="CC[C@@H](O)C(O)(O)P(=O)([O-])[O-]" energy_ha=-950.68481 fmax_ev_per_a=3.4 total_charge=-2 e_homo_ev=-0.176 de_lowest_ev=0.5568 multiplicity=1
P 0.150 -2.481 0.934
O -1.493 -0.913 -0.591
O 1.572 -2.067 1.213
O -0.675 -2.957 2.097
O 1.419 0.559 0.763
O -1.184 -0.387 1.590
O 0.007 -3.304 -0.359
C 0.366 0.276 -0.099
C -0.330 1.659 -0.395
C 0.393 2.329 -1.538
C -0.569 -0.766 0.418
H 1.566 -0.277 1.227
H 0.084 1.904 -2.460
H -0.310 2.412 0.392
H 1.508 2.095 -1.303
H 0.330 3.398 -1.600
H 0.778 -0.142 -1.070
H -0.942 -1.075 2.166
H -1.329 1.597 -0.565
H -1.340 -1.861 -0.819

No. 4
12
Properties=species:S:1:pos:R:3 method="wB97M-V/def2-TZVPD" homo_lumo_gap_ev=7.1690 energy_ha=-418.34719 fmax_ev_per_a=1.3 total_charge=-1 e_homo_ev=-4.051 de_lowest_ev=0.9455 multiplicity=1
O 0.768 -2.720 1.788
O -3.247 -2.268 -4.003
O -0.620 -1.885 3.398
O -1.457 -2.722 -2.763
C -2.734 -2.260 -2.913
C 0.453 -2.379 2.959
C -3.393 -1.770 -1.647
H -1.191 -2.644 -1.806
H -3.454 -2.580 -0.901
H -4.414 -1.420 -1.870
H -2.822 -0.933 -1.211
H 1.247 -2.540 3.727

No. 5
14
Properties=species:S:1:pos:R:3 method="wB97M-V/def2-TZVPD" homo_lumo_gap_ev=9.1410 energy_ha=-287.39351 fmax_ev_per_a=2.6 total_charge=0 e_homo_ev=-8.867 de_lowest_ev=5.2715 multiplicity=1
N 0.519 1.175 -0.241
C -1.778 0.442 -0.598
C 1.408 -0.528 0.951
C 1.456 0.813 0.755
C 0.231 -1.236 0.151
C 0.625 0.768 -1.560
C -0.328 0.013 -0.618
H 2.120 -1.098 1.591
H 1.855 1.664 1.299
H -1.887 1.079 -1.485
H -2.475 -0.401 -0.595
H 0.683 -1.899 -0.566
H -0.399 -1.920 0.755
H -2.029 1.129 0.160

No. 6
19
Properties=species:S:1:pos:R:3 method="wB97M-V/def2-TZVPD" homo_lumo_gap_ev=6.7190 energy_ha=-680.42976 fmax_ev_per_a=6.1 total_charge=0 e_homo_ev=-9.074 de_lowest_ev=8.4337 multiplicity=1
O 4.207 0.179 -0.639
O 3.976 1.872 0.733
O -0.045 -2.363 0.972
O -1.615 -3.036 -0.552
N 1.845 -0.396 -0.743
N 3.481 0.944 0.070
C -1.179 -0.037 -0.528
C 2.149 0.650 0.091
C -0.815 -2.773 0.219
C -2.323 0.276 -0.324
C 1.197 1.305 0.811
C 0.837 -0.944 -1.216
C -3.773 0.552 -0.051
H -4.197 0.659 1.074
H 0.177 0.783 0.650
H 2.907 -0.622 -0.958
H 1.443 2.032 1.561
H -4.149 -0.437 -0.467
H -4.123 1.360 -0.703

No. 7
24
Properties=species:S:1:pos:R:3 method="wB97M-V/def2-TZVPD" homo_lumo_gap_ev=9.1447 smiles=CCCCSC.O.O energy_ha=-748.74269 fmax_ev_per_a=1.2 total_charge=0 e_homo_ev=-8.414 de_lowest_ev=0.8080 multiplicity=1
S 1.727 -0.034 -0.273
O 1.141 2.716 3.358
O 0.271 -0.602 5.612
C -1.454 -0.699 -2.966
C -1.595 0.075 -1.651
C 1.702 0.680 -1.926
C -1.044 -0.681 -0.453
C 0.376 -1.239 -0.410
H 2.715 0.973 -2.212
H 0.410 -1.751 0.556
H 1.253 -0.053 -2.579
H -1.681 -1.528 -0.176
H -2.216 -1.464 -3.152
H 0.736 -0.796 6.415
H 1.901 2.789 3.977
H 0.709 -1.970 -1.148
H 1.264 1.914 2.829
H -2.643 0.308 -1.467
H -1.120 1.050 -1.740
H -1.072 0.035 0.377
H -0.494 -0.109 5.865
H 1.221 1.661 -1.911
H -0.508 -1.221 -3.085
H -1.599 -0.054 -3.841

No. 8
72
Properties=species:S:1:pos:R:3 method="wB97M-V/def2-TZVPD" homo_lumo_gap_ev=7.3866 energy_ha=-3404.72235 fmax_ev_per_a=14.2 total_charge=0 e_homo_ev=-8.024 multiplicity=1
Cl 2.680 2.414 -1.277
Cl -4.299 2.413 -1.085
Cl 3.484 -0.420 -0.575
Cl -2.436 1.427 0.931
O 0.585 -0.949 -1.075
O -1.318 -0.008 -0.869
N -0.566 3.234 -1.504
N -0.317 -4.844 -2.260
N -4.758 -2.628 0.422
N -0.123 0.066 -0.887
N 1.842 2.107 3.665
N 0.836 -1.350 1.634
C -2.828 4.005 -1.537
C -2.682 -2.051 -0.679
C -3.288 -1.006 1.438
C 1.807 -0.664 0.999
C -4.455 -1.781 1.420
C 3.598 0.647 2.738
C -0.029 -2.752 -0.353
C 0.244 -4.056 -0.023
C -0.560 -3.507 -2.550
C -1.076 5.532 -2.165
C 1.638 2.624 2.392
C -3.450 0.986 -0.424
C 3.405 1.302 1.486
C 2.807 1.179 3.824
C -0.438 -2.442 -1.663
C -3.885 -2.757 -0.591
C 3.301 0.855 -1.866
C 0.198 -5.081 -0.997
C 0.571 1.300 -0.382
C -2.442 5.231 -2.119
C -1.869 3.033 -1.218
C 3.127 -1.223 1.032
C -0.192 4.459 -1.916
C 2.279 -3.217 1.873
C 3.343 -2.563 1.324
C -2.428 -1.150 0.344
C 2.325 2.152 1.273
C 1.018 -2.604 2.002
H -4.223 -3.247 -1.492
H 0.220 2.110 -1.021
H -2.127 2.156 -0.644
H 0.486 1.353 0.703
H 1.593 0.317 0.604
H 2.152 2.689 0.352
H 4.291 -3.080 1.331
H 2.328 -4.264 2.135
H -2.036 -2.247 -1.521
H -0.655 -1.411 -1.901
H 1.002 3.496 2.410
H -2.990 -0.375 2.262
H 4.511 0.091 2.894
H 3.030 0.885 4.839
H 0.106 -2.990 2.432
H -5.095 -1.822 2.288
H -0.843 -3.263 -3.563
H -2.819 0.564 -1.206
H -0.570 6.398 -2.565
H 0.881 4.564 -1.980
H 0.111 -1.966 0.374
H 4.264 1.043 -2.341
H 0.581 -4.303 0.973
H 0.575 -6.068 -0.774
H 2.651 0.521 -2.673
H 1.649 1.183 -0.493
H 4.032 0.964 0.674
H -1.512 -0.594 0.479
H 4.021 -0.698 0.727
H -3.114 6.011 -2.447
H -4.279 0.309 -0.222
H -3.872 3.760 -1.415

No. 9
30
Properties=species:S:1:pos:R:3 method="wB97M-V/def2-TZVPD" homo_lumo_gap_ev=6.7856 energy_ha=-1304.07430 fmax_ev_per_a=0.7 total_charge=-1 e_homo_ev=-4.344 multiplicity=1
S 1.079 2.074 0.572
F 2.345 2.796 -0.027
F -1.116 0.025 1.819
O 1.483 1.553 1.834
O -4.286 -1.557 0.940
O 0.032 3.029 0.492
O -6.395 -1.263 0.168
O -5.788 -0.468 2.187
N 0.897 0.890 -0.579
C 3.349 0.091 -0.631
C 2.117 0.633 -1.378
C 3.597 -1.412 -0.840
C -2.044 0.431 -0.331
C -1.067 -0.369 0.487
C -5.480 -1.157 0.984
C 0.374 -0.374 -0.005
H 0.414 -1.098 -0.817
H -1.401 -1.409 0.461
H 4.329 -1.750 -0.105
H 3.296 0.281 0.440
H 1.014 -0.751 0.797
H -2.181 0.010 -1.325
H -4.929 -0.525 2.627
H 4.006 -1.609 -1.829
H 4.237 0.621 -0.978
H 2.688 -1.984 -0.665
H 1.849 -0.083 -2.155
H -1.799 1.488 -0.412
H -3.009 0.346 0.171
H 2.389 1.543 -1.904

No. 10
15
Properties=species:S:1:pos:R:3 method="wB97M-V/def2-TZVPD" homo_lumo_gap_ev=6.8677 energy_ha=-573.25041 fmax_ev_per_a=1.1 total_charge=-1 e_homo_ev=-2.640 de_lowest_ev=0.8631 multiplicity=1
S 0.700 -1.662 -0.974
N -0.007 1.481 1.093
C -1.000 0.385 1.003
C 1.213 1.196 0.334
C -1.660 0.428 -0.387
H -0.501 -0.572 1.177
H 0.709 -2.919 -1.448
H -2.562 -0.189 -0.366
H -1.743 0.525 1.796
H 0.954 0.927 -0.688
H 1.853 2.084 0.352
H -1.932 1.470 -0.572
H -0.930 0.039 -1.100
H 1.790 0.316 0.649
H 0.250 1.576 2.069

No. 11
15
Properties=species:S:1:pos:R:3 method="wB97M-V/def2-TZVPD" homo_lumo_gap_ev="9.5255 / 3.9602" energy_ha=-556.19792 fmax_ev_per_a=1.8 total_charge=+1 e_homo_ev="-13.612 / -13.232" de_lowest_ev=1.0501 multiplicity=2 s2=0.75
S -2.950 -0.092 -0.005
C 1.009 1.074 1.154
C 1.812 0.550 -0.006
C 1.329 0.132 -1.178
C -1.620 -1.159 -0.556
H -1.806 -2.209 -0.342
H 1.959 -0.317 -1.933
H 0.362 0.476 -1.518
H 0.108 0.512 1.418
H -0.792 -0.704 0.006
H 1.617 1.037 2.017
H 2.801 0.207 0.279
H -3.040 -0.623 1.232
H -1.495 -1.003 -1.621
H 0.707 2.119 1.052

No. 12
78
Properties=species:S:1:pos:R:3 method="wB97M-V/def2-TZVPD" homo_lumo_gap_ev="7.9898 / 7.8733" energy_ha=-3339.80562 fmax_ev_per_a=0.7 total_charge=+2 e_homo_ev="-12.988 / -13.167" de_lowest_ev=0.7808 multiplicity=6 s2=8.76
Sb 1.106 0.852 1.345
Mn -0.384 0.257 -1.147
P -2.975 -1.642 -2.252
N -2.729 -0.084 -4.586
N -0.308 -1.840 -1.384
N -1.183 -3.791 -1.861
N -1.279 0.503 -3.050
N -2.315 0.212 -0.246
N -4.343 -0.596 -0.014
C 2.381 0.506 -1.348
C 4.374 -1.279 -0.872
C 0.715 5.687 2.192
C -2.273 -0.340 -3.342
C 1.034 -0.616 4.034
C 0.656 -2.794 -1.203
C 3.121 0.036 -2.424
C 3.622 -0.827 0.218
C -4.153 0.310 0.996
C 3.925 -1.442 1.563
C 3.430 0.508 4.987
C -2.891 0.805 0.842
C 1.041 3.574 -0.923
C -1.412 -2.462 -1.786
C 1.761 0.296 3.262
C 1.152 2.985 1.569
C -1.105 1.310 -4.141
C -3.210 -0.633 -0.751
C -2.002 0.954 -5.102
C 1.538 -0.952 5.289
C 2.623 0.137 -0.019
C 2.946 0.857 3.736
C 1.050 3.421 2.894
C -3.823 -0.779 -5.284
C -5.572 -1.368 -0.241
C -0.249 -1.243 3.544
C 0.996 3.928 0.540
C 2.722 -0.401 5.762
C -2.135 -4.830 -2.279
C 0.119 -4.013 -1.493
C 0.787 5.264 0.873
C 4.149 -0.856 -2.174
C 0.839 4.756 3.208
H -2.182 1.342 -6.091
H -0.652 -1.931 4.286
H 0.282 2.820 -1.175
H -2.375 1.542 1.437
H 1.136 2.720 3.712
H -0.093 -1.810 2.621
H 0.809 4.440 -1.540
H -1.647 -5.794 -2.191
H 3.496 1.574 3.133
H 1.627 1.255 -1.588
H -6.025 -1.090 -1.190
H 3.091 -0.681 6.741
H 1.660 -2.542 -0.889
H 3.024 -1.669 2.127
H 0.993 -1.657 5.907
H 2.900 0.370 -3.431
H 4.764 -1.234 -2.981
H 5.160 -2.003 -0.684
H -2.431 -4.677 -3.313
H -5.356 -2.433 -0.233
H 0.543 -5.004 -1.477
H 0.772 5.057 4.246
H -1.015 -0.490 3.341
H 4.531 -0.786 2.187
H -3.907 -0.366 -6.283
H -3.608 -1.841 -5.358
H -3.011 -4.819 -1.637
H -6.269 -1.146 0.560
H 4.476 -2.371 1.428
H 2.015 3.197 -1.227
H -4.763 -0.626 -4.759
H -4.923 0.523 1.720
H 0.685 5.991 0.075
H -0.361 2.089 -4.174
H 4.351 0.944 5.354
H 0.556 6.734 2.418